140
Properties=species:S:1:pos:R:3:lowdin_charge:R:1 method="wB97M-V/def2-TZVPD" total_charge=-2 spin_multiplicity=1 e_tot_ev=-154991.9875 e_homo_ev=-3.771 lumo_ev=3.4
C -1.687 -1.064 5.085 -0.6815
F -2.828 -0.782 5.699 0.1275
F -1.595 -0.416 3.958 0.1317
F -0.713 -0.750 5.953 0.1088
S -1.491 -2.938 4.728 0.7215
O -0.310 -3.342 5.454 -0.3428
O -2.701 -3.696 5.178 -0.3583
N -1.000 -3.167 2.977 -0.1875
S -2.508 -3.037 2.324 0.5848
O -3.374 -1.975 2.928 -0.3629
O -2.347 -2.921 0.912 -0.3027
C -3.439 -4.696 2.613 -0.5928
F -3.986 -5.157 1.445 0.0874
F -2.644 -5.609 3.229 0.0933
F -4.430 -4.385 3.465 0.0770
C 3.028 1.230 -0.890 -0.6753
F 3.546 1.933 -1.876 0.1511
F 3.945 0.877 -0.023 0.1545
F 2.052 1.906 -0.298 0.1218
S 2.246 -0.362 -1.699 0.7500
O 1.910 -0.079 -3.100 -0.3135
O 3.335 -1.335 -1.540 -0.2958
N 0.969 -0.523 -0.594 -0.3321
S -0.265 0.180 -1.234 0.6049
O -0.008 1.479 -1.841 -0.3141
O -0.989 -0.798 -2.019 -0.2871
C -1.353 0.514 0.363 -0.5245
F -1.055 -0.291 1.396 0.1310
F -1.178 1.805 0.658 0.1095
F -2.714 0.284 0.172 0.0768
C 4.882 -3.483 2.097 -0.0650
C 3.785 -3.812 1.049 -0.4245
C 4.422 -4.543 -0.176 -0.1670
O 3.410 -5.398 -0.690 -0.2081
C 3.879 -6.343 -1.571 -0.1411
N 2.767 -4.531 1.700 0.0941
H 4.455 -3.106 3.026 0.0529
H 5.636 -2.824 1.666 0.0695
H 5.424 -4.325 2.531 0.0647
H 3.455 -2.922 0.514 0.1070
H 5.325 -5.103 0.069 0.1084
H 4.746 -3.900 -0.994 0.1173
H 3.057 -7.025 -1.787 0.0887
H 4.585 -7.015 -1.083 0.0758
H 4.421 -5.927 -2.420 0.0869
H 3.240 -5.034 2.437 0.0722
H 2.708 -5.207 0.952 0.0523
C -3.767 2.251 -5.241 -0.0728
C -3.407 1.249 -4.112 -0.3642
C -4.739 0.419 -3.602 -0.1415
O -5.659 1.045 -2.642 -0.2069
C -5.107 1.053 -1.260 -0.0787
N -2.459 0.382 -4.798 0.0299
H -4.741 2.696 -5.035 0.0724
H -3.820 1.941 -6.285 0.0738
H -3.099 3.105 -5.130 0.0327
H -2.904 1.733 -3.275 0.1039
H -4.551 -0.615 -3.312 0.1074
H -5.288 0.118 -4.494 0.1019
H -4.201 1.658 -1.286 0.0497
H -4.930 0.079 -0.804 0.0811
H -5.719 1.523 -0.489 0.0759
H -1.914 -0.107 -4.102 0.0424
H -1.854 0.760 -5.513 0.0596
C -3.596 4.946 0.444 -0.0325
C -3.049 5.458 -0.970 -0.4151
C -3.895 4.892 -2.125 -0.2177
O -3.461 5.345 -3.375 -0.1905
C -2.102 4.920 -3.748 -0.0856
N -3.035 6.898 -1.001 0.0278
H -4.682 4.999 0.371 0.0661
H -3.402 5.624 1.275 0.0642
H -3.251 3.963 0.766 0.0583
H -2.006 5.158 -1.072 0.1270
H -4.853 5.404 -2.038 0.1249
H -4.001 3.808 -2.081 0.1101
H -1.881 4.838 -4.813 0.0726
H -1.833 3.907 -3.449 0.0818
H -1.379 5.659 -3.404 0.0800
H -2.677 7.181 -1.901 0.0586
H -3.960 7.293 -0.909 0.0683
C -5.394 2.170 3.699 -0.0608
C -4.239 2.228 4.660 -0.4451
C -3.660 3.657 4.805 -0.1770
O -2.959 4.071 3.620 -0.2202
C -1.729 3.358 3.426 -0.0827
N -4.663 1.724 5.940 0.0324
H -6.308 2.536 4.166 0.0729
H -5.682 1.144 3.466 0.0780
H -5.126 2.545 2.711 0.0713
H -3.492 1.488 4.374 0.1203
H -3.002 3.538 5.666 0.1036
H -4.391 4.432 5.036 0.1208
H -1.147 3.750 2.591 0.0803
H -2.029 2.403 2.996 0.0705
H -1.185 3.409 4.369 0.0940
H -4.441 0.740 5.966 0.0552
H -5.609 1.864 6.265 0.0655
C 4.326 0.265 -7.038 -0.0677
C 3.188 1.194 -6.623 -0.5070
C 1.770 0.790 -6.992 -0.0455
O 3.313 1.329 -5.220 -0.0547
H 4.303 -0.665 -6.471 0.0829
H 5.296 0.760 -7.013 0.0731
H 4.155 0.032 -8.089 0.0669
H 3.514 2.134 -7.069 0.1253
H 1.682 -0.284 -6.824 0.0849
H 1.411 1.017 -7.996 0.0730
H 1.049 1.251 -6.317 0.0798
H 2.763 0.595 -4.937 0.0399
C 8.494 0.980 0.989 -0.2327
C 7.180 1.548 1.663 -0.2126
O 7.461 1.978 3.012 -0.0759
O 8.754 -0.238 1.661 -0.0669
H 9.289 1.723 1.037 0.0983
H 8.392 0.875 -0.091 0.1134
H 6.370 0.818 1.634 0.1158
H 6.786 2.383 1.084 0.1067
H 8.150 2.636 2.897 0.0752
H 8.524 -0.095 2.582 0.0744
C -0.374 -5.157 -0.365 -0.2483
C 0.032 -3.842 -0.967 -0.1976
O 0.446 -2.885 0.088 -0.1087
O -0.061 -5.345 1.025 -0.0513
H 0.042 -5.926 -1.017 0.0958
H -1.435 -5.226 -0.604 0.0999
H -0.771 -3.315 -1.482 0.0892
H 0.696 -3.906 -1.829 0.1000
H 0.499 -1.998 -0.276 -0.0514
H -0.306 -6.263 1.161 0.0764
C 2.444 -0.868 2.697 -0.2437
C 2.256 -1.467 4.058 -0.2608
O 2.197 -2.883 4.082 -0.0682
O 1.536 -1.595 1.915 -0.0663
H 3.475 -1.095 2.424 0.0916
H 2.382 0.219 2.741 0.1168
H 1.432 -1.065 4.647 0.0949
H 3.044 -1.152 4.742 0.1059
H 2.588 -3.109 4.929 0.0810
H 1.375 -1.180 1.064 0.0095